Formula: C15H20N6O2PdS
Source: the Open Molecules 2025 dataset
Level of theory: ωB97M-V with the def2-TZVPD basis set

Output
Electronic energy, eV: -43213.08151
Charge: +2
Gap between HOMO and LUMO, eV: 7.15
LUMO, eV: -6.7

XYZ file:
```
45
Properties=species:S:1:pos:R:3:mulliken_charge:R:1
Pd 0.5608 0.3361 0.6254 0.426
O 0.1417 2.3129 0.2607 -0.714
N 0.8566 2.7984 -0.7095 -0.183
N 1.5053 1.9626 -1.3583 0.996
O 1.5363 0.6561 -1.0466 -0.713
C 2.3007 2.3741 -2.4977 0.450
C 3.1994 1.4655 -3.0308 -0.435
C 3.9696 1.8584 -4.1146 -0.524
C 3.8382 3.1342 -4.6408 -0.483
C 2.9314 4.0293 -4.0867 -0.555
C 2.1499 3.6565 -3.0082 -0.258
H 3.3049 0.4810 -2.6018 0.395
H 4.6808 1.1646 -4.5409 0.379
H 4.4461 3.4354 -5.4830 0.402
H 2.8321 5.0250 -4.4959 0.391
H 1.4439 4.3461 -2.5695 0.445
N -1.1991 2.2953 2.7408 -0.311
C -0.9817 1.0370 3.1143 0.642
N -0.3714 0.1199 2.3831 0.018
C -0.2702 -1.1050 3.0707 0.004
C 0.3914 -2.2474 2.6292 -0.456
C 0.3983 -3.3706 3.4418 -0.910
C -0.2385 -3.3647 4.6806 -0.525
C -0.8777 -2.2253 5.1386 -0.538
C -0.8789 -1.1046 4.3223 0.650
S -1.5517 0.4705 4.6549 -0.215
H -0.7938 2.6627 1.8907 0.294
H -1.5891 2.9459 3.4015 0.202
H 0.9429 -2.2523 1.6960 0.642
H 0.9240 -4.2584 3.1172 0.414
H -0.2150 -4.2495 5.3013 0.414
H -1.3510 -2.2073 6.1111 0.423
N -4.0761 -1.7330 -1.6791 -0.291
C -2.6712 -2.2055 -1.3760 -0.652
C -1.8717 -1.1148 -0.6619 -0.664
N -0.5102 -1.5428 -0.3508 -0.425
H -4.6180 -2.4641 -2.1478 0.379
H -4.0743 -0.9140 -2.2928 0.358
H -4.5807 -1.4786 -0.8261 0.355
H -2.2212 -2.4766 -2.3296 0.374
H -2.7677 -3.1010 -0.7642 0.406
H -2.3635 -0.8323 0.2721 0.417
H -1.8163 -0.2185 -1.2838 0.409
H 0.0332 -1.7273 -1.1891 0.313
H -0.4987 -2.3738 0.2332 0.252
```


Formula: C27H27BrN4O4Ti
Source: the Open Molecules 2025 dataset
Level of theory: ωB97M-V with the def2-TZVPD basis set

Output
Electronic energy, eV: -135751.53117
Charge: -2
Gap between HOMO and LUMO (alpha / beta), eV: 3.91 / 6.35
<S²>: 2.030
LUMO (alpha / beta), eV: 4.8 / 4.8
Spin multiplicity: 3

XYZ file:
```
64
Properties=species:S:1:pos:R:3:lowdin_spin:R:1
Ti 0.1585 0.3164 0.3127 0.877
O 2.8257 -2.3395 2.6774 0.001
C 3.9665 -1.6767 2.4266 -0.001
C 5.1034 -2.0624 3.1453 0.000
C 6.3131 -1.4236 2.9493 -0.001
C 6.4190 -0.3818 2.0319 0.000
C 5.2966 -0.0008 1.3199 -0.001
C 4.0646 -0.6327 1.4911 0.000
C 2.8947 -0.1810 0.7042 -0.007
O 1.7292 -0.7439 0.9633 -0.003
N 3.0145 0.7374 -0.1993 0.007
N 1.7512 0.9770 -0.7055 -0.022
C 1.6756 1.4877 -1.9326 0.055
C 0.5699 1.2005 -2.7787 0.001
C 0.4001 1.8819 -4.0017 0.016
C -0.6046 1.5577 -4.8977 0.002
C -1.4813 0.5183 -4.6104 0.017
C -1.3430 -0.1849 -3.4126 0.004
C -0.3549 0.1381 -2.4874 0.014
O -0.2626 -0.5611 -1.3685 0.044
H 2.1193 -1.9034 2.1368 0.002
H 4.9938 -2.8678 3.8600 0.000
H 7.1820 -1.7329 3.5208 0.000
H 7.3615 0.1293 1.8807 0.000
H 5.3382 0.8094 0.6037 0.000
H 2.5296 2.0466 -2.3103 0.003
H 1.0914 2.6868 -4.2344 0.001
H -0.7015 2.1135 -5.8245 0.000
H -2.2639 0.2481 -5.3100 0.001
H -1.9922 -1.0166 -3.1632 0.000
N -3.2261 -0.2369 -0.4507 0.008
C -3.0102 -1.5879 -0.1662 0.045
C -3.7811 -2.5441 -0.8269 0.052
C -3.7059 -3.8855 -0.4718 0.016
C -2.9043 -4.2783 0.5776 0.057
C -2.1044 -3.3406 1.2648 0.021
C -1.3504 -3.6994 2.4129 0.258
C -0.6813 -2.6832 3.1017 0.088
C -0.6264 -1.4170 2.5782 0.151
N -1.1996 -1.0548 1.3865 0.197
C -2.0821 -1.9891 0.8268 0.054
H -2.4729 0.3642 -0.1565 0.001
H -3.3890 -0.0793 -1.4355 0.001
H -4.4630 -2.2133 -1.6037 0.006
H -4.3053 -4.6154 -1.0067 0.000
H -2.8748 -5.3137 0.9006 0.002
H -1.3614 -4.7244 2.7619 0.020
H -0.1545 -2.8783 4.0274 0.001
H -0.0370 -0.6436 3.0558 0.008
Br 0.8405 1.8261 2.4747 0.015
C -0.5648 4.0625 -0.2859 0.000
C -1.5951 2.9411 -0.1349 -0.001
C -2.5546 2.9497 -1.3248 0.000
C -2.3544 3.0614 1.1837 0.000
O -0.9002 1.7165 -0.1470 -0.009
H -1.0549 5.0398 -0.3572 0.000
H 0.0161 3.8922 -1.1942 0.000
H 0.1163 4.0521 0.5628 0.000
H -3.0635 3.9169 -1.3898 0.000
H -3.3162 2.1760 -1.2141 0.000
H -2.0086 2.7724 -2.2523 0.000
H -2.8791 4.0218 1.2256 0.000
H -1.6553 2.9909 2.0165 0.000
H -3.0913 2.2618 1.2738 0.000
```


Formula: C38H30N8O3Y
Source: the Open Molecules 2025 dataset
Level of theory: ωB97M-V with the def2-TZVPD basis set

Output
Electronic energy, eV: -58999.40893
Charge: +1
Gap between HOMO and LUMO (alpha / beta), eV: 4.99 / 4.97
LUMO (alpha / beta), eV: -4.0 / -4.0

XYZ file:
```
80
Properties=species:S:1:pos:R:3:mulliken_charge:R:1
Y -0.0331 0.0377 -0.1107 1.084
C -1.4732 -5.8717 -2.6584 -0.653
C -2.4598 -5.8994 -1.6556 -0.650
C -2.4950 -4.9481 -0.6556 -0.368
C -1.5184 -3.9536 -0.6831 0.661
C -1.2521 -2.8351 0.2085 -0.126
N -0.1521 -2.1790 -0.2724 -0.180
C 0.3251 -2.7885 -1.3873 -0.197
N 1.4439 -2.4707 -2.0665 -0.524
C 2.2331 -1.4486 -1.8075 -0.168
C 3.5720 -1.2502 -2.3910 0.112
C 4.3089 -1.9993 -3.2974 -0.212
C 5.5697 -1.5315 -3.6310 -0.652
C 6.0871 -0.3555 -3.0716 -0.689
C 5.3522 0.3848 -2.1595 -0.199
C 4.0880 -0.0843 -1.8348 0.172
C 3.0711 0.4436 -0.9106 -0.231
N 3.2126 1.5326 -0.1801 -0.547
C 2.3728 1.9364 0.7885 -0.027
N 1.2409 1.3107 1.2156 -0.136
C 0.7213 1.9524 2.3059 -0.440
N -0.3131 1.5694 3.0664 -0.474
C -1.0290 0.4704 2.9003 -0.115
N -0.9808 -0.4102 1.8571 0.233
C -1.7758 -1.5000 2.0981 -1.060
N -1.9440 -2.5541 1.3208 -0.348
C -2.4484 -1.2765 3.3826 0.474
C -3.3556 -2.0434 4.1067 -0.274
C -3.7864 -1.5409 5.3206 -0.663
C -3.3221 -0.3118 5.8157 -0.651
C -2.4125 0.4450 5.0992 -0.146
C -1.9908 -0.0566 3.8745 0.196
C 1.5541 3.1137 2.5755 0.690
C 1.4782 4.0915 3.5660 -0.481
C 2.4568 5.0648 3.5729 -0.654
C 3.4953 5.0581 2.6226 -0.702
C 3.5777 4.0832 1.6492 -0.220
C 2.5824 3.1062 1.6314 0.469
N 2.0013 -0.4009 -0.9581 0.264
C -0.5400 -3.9236 -1.6813 0.705
C -0.5015 -4.8914 -2.6838 -0.457
H -1.4788 -6.6429 -3.4177 0.426
H -3.1992 -6.6894 -1.6700 0.426
H -3.2439 -4.9732 0.1247 0.557
H 3.9219 -2.9132 -3.7273 0.570
H 6.1747 -2.0862 -4.3363 0.414
H 7.0775 -0.0260 -3.3567 0.408
H 5.7492 1.2879 -1.7161 0.581
H -3.7076 -2.9972 3.7372 0.569
H -4.4930 -2.1076 5.9129 0.408
H -3.6798 0.0380 6.7750 0.424
H -2.0382 1.3880 5.4743 0.569
H 0.6865 4.0774 4.3029 0.558
H 2.4358 5.8434 4.3240 0.428
H 4.2487 5.8338 2.6663 0.407
H 4.3882 4.0748 0.9330 0.572
H 0.2640 -4.8743 -3.4480 0.555
C -3.7316 -0.3362 -0.3842 -0.924
O -2.4843 -0.1029 -1.0554 0.183
C -2.7044 0.4103 -2.3657 -0.741
C -1.4812 0.1265 -3.1919 -0.745
O -0.2977 0.5717 -2.5173 -0.164
C 0.1660 1.9004 -2.7758 -0.609
C -0.6248 2.9283 -1.9979 -0.978
O -0.8512 2.3852 -0.7054 0.415
C -1.4490 3.3138 0.2050 -1.041
H -4.3391 0.5716 -0.4128 0.386
H -3.5224 -0.6046 0.6438 0.179
H -4.2656 -1.1495 -0.8777 0.326
H -2.9339 1.4767 -2.2987 0.205
H -3.5640 -0.0875 -2.8251 0.557
H -1.5410 0.5887 -4.1799 0.507
H -1.3486 -0.9473 -3.3281 0.208
H 0.1199 2.1038 -3.8475 0.522
H 1.2143 1.9047 -2.4742 0.104
H -1.5840 3.1674 -2.4663 0.481
H -0.0441 3.8535 -1.9274 0.497
H -0.7531 4.1241 0.4298 0.293
H -1.6800 2.7766 1.1216 0.259
H -2.3667 3.7161 -0.2289 0.391
```


Formula: C29H31N4O11P2S2
Source: the Open Molecules 2025 dataset
Level of theory: ωB97M-V with the def2-TZVPD basis set

Output
Electronic energy, eV: -99289.07409
Charge: +1
Gap between HOMO and LUMO, eV: 7.28
LUMO, eV: -4.3

XYZ file:
```
79
Properties=species:S:1:pos:R:3:mulliken_charge:R:1
C 3.4239 -1.0764 -0.8655 0.611
C 3.4727 -0.4697 -1.8967 -0.659
S 3.6580 0.1838 -3.4321 0.059
C 2.0241 0.9979 -3.7647 -0.824
S 1.2855 1.8480 -2.3915 -0.084
C 0.1284 0.5631 -1.8592 0.346
C -0.7372 1.1172 -0.7352 -1.077
P 5.0489 1.8245 -3.4043 -0.077
P 6.5119 0.9865 -1.9759 0.696
O 6.2110 1.2988 -0.5838 -0.365
O 7.8124 1.6567 -2.5846 -0.476
O 6.6464 -0.5702 -2.2648 -0.438
H 3.4023 -1.6470 0.0354 0.506
H 2.2062 1.6719 -4.6000 0.620
H 1.3873 0.1798 -4.0971 0.356
H -0.4943 0.2636 -2.7012 -0.010
H 0.6859 -0.2923 -1.4875 0.190
H -0.1897 1.1685 0.2051 0.493
H -1.5880 0.4531 -0.5929 -0.246
H -1.1276 2.1074 -0.9677 0.516
H 4.4294 2.7486 -2.5379 0.166
H 8.5677 1.4856 -1.9942 0.360
H 6.7815 -0.7774 -3.2021 0.361
C 6.3867 1.4119 2.6447 -0.509
C 5.4674 0.3820 2.5027 -0.238
C 4.6782 0.0034 3.5768 -0.187
C 4.8283 0.6724 4.7782 0.126
C 5.7438 1.6926 4.9465 -0.507
C 6.5272 2.0606 3.8643 -0.409
N 3.9685 0.2979 5.9153 1.023
O 3.1664 -0.6027 5.7407 -0.646
O 4.0954 0.9143 6.9486 -0.594
H 6.9893 1.7107 1.7990 0.392
H 5.3647 -0.1173 1.5491 0.254
H 3.9558 -0.7939 3.4873 0.432
H 5.8362 2.1909 5.8998 0.469
H 7.2459 2.8610 3.9743 0.383
C -0.4265 -0.4034 5.1475 -0.485
C -1.7490 -0.0891 4.8591 -0.580
C -2.2975 -0.4362 3.6342 -0.377
C -1.4965 -1.0983 2.7213 0.106
C -0.1770 -1.4194 2.9857 -0.534
C 0.3585 -1.0652 4.2110 -0.334
N -2.0621 -1.4853 1.4262 1.120
O -3.2183 -1.1867 1.1846 -0.602
O -1.3501 -2.0822 0.6393 -0.603
H -0.0013 -0.1348 6.1054 0.462
H -2.3575 0.4253 5.5897 0.400
H -3.3234 -0.1995 3.3950 0.502
H 0.4153 -1.9389 2.2478 0.513
H 1.3863 -1.3031 4.4416 0.444
C -4.0367 -4.5594 -2.0893 -0.690
C -3.8088 -4.9190 -3.4129 -0.366
C -3.2868 -3.9983 -4.3071 -0.584
C -3.0077 -2.7227 -3.8494 -0.098
C -3.2417 -2.3382 -2.5432 -0.037
C -3.7559 -3.2693 -1.6600 -0.244
N -2.4203 -1.7429 -4.7736 1.061
O -2.2079 -2.0868 -5.9151 -0.611
O -2.1628 -0.6304 -4.3354 -0.633
H -4.4286 -5.2874 -1.3920 0.414
H -4.0296 -5.9226 -3.7492 0.387
H -3.0983 -4.2647 -5.3362 0.469
H -3.0187 -1.3334 -2.2177 0.465
H -3.9292 -2.9776 -0.6334 0.444
C -4.3003 1.7030 -1.9641 -0.473
C -5.1339 2.7512 -2.3320 -0.598
C -6.2260 3.0798 -1.5439 -0.475
C -6.4578 2.3442 -0.3971 -0.051
C -5.6469 1.2931 -0.0147 -0.604
C -4.5577 0.9745 -0.8091 0.377
N -7.6096 2.6992 0.4568 1.034
O -8.3185 3.6123 0.0901 -0.606
O -7.7709 2.0563 1.4740 -0.605
H -3.4491 1.4501 -2.5855 0.406
H -4.9360 3.3152 -3.2332 0.410
H -6.8860 3.8907 -1.8126 0.485
H -5.8615 0.7371 0.8857 0.515
H -3.9143 0.1570 -0.5172 0.160
```


Formula: C4H5N3O
Source: the Open Molecules 2025 dataset
Level of theory: ωB97M-V with the def2-TZVPD basis set

Output
Electronic energy, eV: -10745.12615
Charge: 0
Gap between HOMO and LUMO, eV: 8.86
Structure (SMILES): NCC1=NC(=O)C=N1
LUMO, eV: -1.5

XYZ file:
```
13
Properties=species:S:1:pos:R:3:mulliken_charge:R:1
C 0.2380 -0.8281 1.8283 -0.407
C 0.0959 -0.1099 0.5341 0.493
C 0.0684 1.2619 -1.1370 0.368
C 0.0493 -0.2450 -1.6368 -0.079
H -1.4428 -1.5367 1.5771 0.275
H -0.3124 -2.5536 1.0487 0.328
H -0.1076 -0.0523 2.5415 0.295
H 1.2749 -1.0789 2.1442 0.303
H 0.0159 -0.7160 -2.5972 0.424
N -0.6384 -2.0267 1.8627 -0.629
N -0.0159 1.1319 0.3104 -0.560
N 0.1663 -0.9663 -0.6024 -0.393
O 0.1599 2.3114 -1.6551 -0.419
```


Formula: C5H5IN2O4
Source: the Open Molecules 2025 dataset
Level of theory: ωB97M-V with the def2-TZVPD basis set

Output
Electronic energy, eV: -24531.78460
Charge: 0
Gap between HOMO and LUMO, eV: 7.70
Structure (SMILES): O=C(I)N(O)n1c(O)ccc1O
LUMO, eV: -0.1

XYZ file:
```
17
Properties=species:S:1:pos:R:3:mulliken_charge:R:1
C -0.8520 -1.0618 0.4789 -0.614
C -0.8750 0.3536 0.6087 -0.811
C 0.2804 -1.3847 -0.1785 0.283
C 0.2947 0.8067 0.0201 0.493
C 3.2814 -0.6939 0.4367 0.277
N 1.0354 -0.2637 -0.5558 0.349
N 2.3485 -0.3196 -0.9902 -0.223
O 2.8760 -1.5049 1.1862 -0.419
O 0.6302 -2.7300 -0.4016 -0.555
O 0.9027 2.0216 -0.0208 -0.556
O 2.7704 0.8472 -1.4948 -0.414
I 5.2015 0.0114 0.2788 0.147
H -1.6390 -1.6849 0.6773 0.555
H -1.4489 0.7797 1.3818 0.394
H 1.4702 -3.0312 0.1211 0.363
H 0.2604 2.6945 0.2164 0.377
H 2.5084 1.7010 -1.1442 0.354
```


Repeat the fifth record exactly.
Formula: C4H5N3O
Source: the Open Molecules 2025 dataset
Level of theory: ωB97M-V with the def2-TZVPD basis set

Output
Electronic energy, eV: -10745.12615
Charge: 0
Gap between HOMO and LUMO, eV: 8.86
Structure (SMILES): NCC1=NC(=O)C=N1
LUMO, eV: -1.5

XYZ file:
```
13
Properties=species:S:1:pos:R:3:mulliken_charge:R:1
C 0.2380 -0.8281 1.8283 -0.407
C 0.0959 -0.1099 0.5341 0.493
C 0.0684 1.2619 -1.1370 0.368
C 0.0493 -0.2450 -1.6368 -0.079
H -1.4428 -1.5367 1.5771 0.275
H -0.3124 -2.5536 1.0487 0.328
H -0.1076 -0.0523 2.5415 0.295
H 1.2749 -1.0789 2.1442 0.303
H 0.0159 -0.7160 -2.5972 0.424
N -0.6384 -2.0267 1.8627 -0.629
N -0.0159 1.1319 0.3104 -0.560
N 0.1663 -0.9663 -0.6024 -0.393
O 0.1599 2.3114 -1.6551 -0.419
```


> Among the records above, which one has the highest electronic energy?

C4H5N3O